This record from the Open Molecules 2025 dataset describes one molecule with the formula C3H4N2OS in a non-equilibrium geometry. The level of theory is wB97M-V/def2-TZVPD.

Calculated values
* structure (SMILES): SOc1ccn[nH]1
* energy relative to the best compared isomer or geometry (same formula, charge and spin): 277.6 kJ/mol

Element x y z (Å)
1 S 2.934 0.167 0.037
2 O 1.587 -0.778 0.352
3 C 0.293 -0.344 0.307
4 C -0.718 -0.773 -0.666
5 C -1.854 0.027 -0.267
6 N -1.516 0.908 0.676
7 N -0.276 0.630 1.002
8 H 2.755 0.623 -1.198
9 H -0.784 -1.664 -1.209
10 H -2.791 0.133 -0.810
11 H 0.370 1.071 1.775